# 1
33
Properties=species:S:1:pos:R:3 method="wB97M-V/def2-TZVPD" s2=8.82 total_energy_ev=-131955.663 charge=+1 lumo_energy_ev="-4.1 / -7.1" multiplicity=6 gap_ev="8.4 / 6.3"
Ir 0.7725 -1.4220 0.0590
C -3.4778 -0.9591 -1.8081
C -2.2685 -0.6083 -1.0018
O -1.3762 -1.4387 -0.8781
C -2.1768 0.7366 -0.3647
C -3.2911 1.5329 -0.2970
C -3.2534 2.8219 0.2755
C -2.0598 3.3543 0.7662
C -0.9174 2.6044 0.7116
C -0.9330 1.2609 0.1802
O 0.1563 0.6332 0.2081
H -3.2697 -1.8658 -2.3684
H -3.7596 -0.1522 -2.4826
H -4.3208 -1.1495 -1.1393
H -4.2333 1.1799 -0.6915
H -4.1633 3.4047 0.3155
H -2.0427 4.3516 1.1829
H 0.0344 2.9615 1.0775
S 2.0982 -5.7161 -0.8286
C 1.4066 -4.3867 -0.3662
N 0.8658 -3.3815 -0.0197
F 2.0726 -0.3964 -1.4563
As 3.8476 -0.7137 -1.0303
F 3.6452 -2.2439 -1.7893
F 4.3119 0.0429 -2.4751
F 5.4115 -1.0779 -0.4828
F 3.7865 0.7805 -0.1720
F 3.1153 -1.4608 0.4572
Cl 1.4785 1.7092 3.5637
C 2.1643 0.2738 2.8371
Cl 0.9139 -1.0365 2.7086
H 2.9445 -0.1278 3.4723
H 2.5180 0.4885 1.8361


# 2
22
Properties=species:S:1:pos:R:3 method="wB97M-V/def2-TZVPD" total_energy_ev=-26567.281 charge=+1 lumo_energy_ev=-4.8 gap_ev=7.8
C 2.8925 -0.3499 -1.6508
C 2.9108 0.7980 -0.8079
C 1.7444 -1.2205 -1.5310
C -3.4349 -0.1830 0.1000
C -2.2538 -0.8181 0.5601
C 1.9840 0.9178 0.2244
C 0.7261 -0.7931 -0.6758
C -3.1638 1.1137 0.1244
C -1.4696 0.2109 0.9210
C -0.0867 0.2187 1.3940
N 0.9424 0.1186 0.3296
O -2.0773 1.4314 0.7288
Cl 0.1047 -1.2180 2.5292
H 3.7460 -0.7241 -2.2158
H 3.7450 1.5876 -0.8094
H 1.7283 -2.1856 -2.1959
H -4.4166 -0.4769 -0.2774
H -2.0401 -1.8596 0.7268
H 2.1260 1.7493 0.9186
H -0.2159 -1.3233 -0.4900
H -3.7493 2.0175 -0.0386
H 0.2576 0.9885 2.1356


# 3
21
Properties=species:S:1:pos:R:3 method="wB97M-V/def2-TZVPD" total_energy_ev=-25080.755 lumo_energy_ev=0.5 gap_ev=9.0
C -2.5917 0.3429 1.0729
C -2.2562 -0.9888 0.8675
C -1.6737 1.3559 0.9626
C -0.9328 -1.3010 0.7479
C -0.3533 1.1147 0.6820
C -0.0160 -0.2500 0.5395
C 2.2653 -1.0214 1.1443
C 1.3874 -0.5118 0.3708
C 0.7812 0.4393 -2.7698
C 1.6918 0.3138 -1.6242
O 0.9182 1.4613 -1.7183
Cl 3.4268 0.2949 -1.7978
H -3.5999 0.5976 1.2420
H -2.8235 -1.8241 0.9959
H -2.0597 2.4146 1.2922
H -0.7246 -2.3417 0.7618
H 0.2896 1.9017 0.6234
H 3.2898 -1.2009 0.7941
H 2.0560 -1.3071 2.1778
H 1.1281 0.5392 -3.7433
H -0.2029 -0.0290 -2.6216


# 4
21
Properties=species:S:1:pos:R:3 method="wB97M-V/def2-TZVPD" total_energy_ev=-25080.836 lumo_energy_ev=0.1 gap_ev=8.3
C -1.9429 0.9170 0.5494
C -0.9379 1.6458 0.2050
C -1.9059 -0.5051 0.4360
C 0.4132 0.9605 -0.1129
C -1.0214 -1.1597 -0.3888
C 0.1466 -0.4781 -0.8614
C 1.1209 -1.3657 -3.1328
C 0.5992 -0.9272 -2.0419
C 1.0783 -0.2887 2.1634
C 1.1666 0.8819 1.2395
O 2.2188 -0.0018 1.3948
Cl 1.5418 2.4578 2.0458
H -2.8993 1.3166 1.0145
H -0.9274 2.7416 0.0937
H -2.7520 -1.0907 0.9234
H 1.0006 1.5082 -0.7090
H -1.1964 -2.1080 -0.6994
H 1.8936 -2.1458 -3.3179
H 0.6716 -1.0974 -4.0086
H 1.3051 -0.0703 3.1671
H 0.4270 -1.1909 2.0402


# 5
26
Properties=species:S:1:pos:R:3 method="wB97M-V/def2-TZVPD" s2=2.43 total_energy_ev=-68660.933 charge=-1 lumo_energy_ev="2.8 / 2.8" multiplicity=3 gap_ev="8.7 / 6.9"
Co 0.9967 1.7177 -0.0819
N 0.4934 1.8853 1.9890
C 0.7989 3.2681 2.3827
C 0.8502 4.2337 1.1866
O 0.8176 5.4314 1.4412
O 0.9306 3.6961 0.0276
H -0.5071 1.7180 1.9321
H 0.8806 1.2067 2.6307
H 1.7905 3.2826 2.8381
H 0.0975 3.6668 3.1173
S 3.9847 0.2735 0.2977
C 2.6334 0.9943 -0.0232
O -2.6453 0.0374 0.1437
C -1.5420 -0.1010 -0.3731
O -0.6742 0.8242 -0.5381
C -1.1733 -1.4601 -0.9525
C -2.1323 -2.4674 -0.9778
C -1.8257 -3.7190 -1.4898
C -0.5490 -3.9783 -1.9733
C 0.4137 -2.9788 -1.9447
C 0.1018 -1.7229 -1.4406
H -3.1138 -2.2389 -0.5838
H -2.5799 -4.4968 -1.5112
H -0.3058 -4.9571 -2.3694
H 1.4126 -3.1771 -2.3141
H 0.8462 -0.9384 -1.4132


# 6
23
Properties=species:S:1:pos:R:3 method="wB97M-V/def2-TZVPD" total_energy_ev=-20709.095 lumo_energy_ev=0.4 gap_ev=10.2
C 2.8117 -1.8275 3.0474
C 1.5190 0.3860 -2.9166
C 2.4066 -1.4864 1.9608
C 1.3621 -0.0119 -1.7956
C 2.1446 -0.9814 0.5211
C -1.5690 -0.8602 -0.7392
C -0.4233 1.2008 0.2657
C -0.4711 -0.3431 0.1416
C 0.9539 -0.6742 -0.6195
C 3.5466 -0.5952 0.0341
O 1.5544 -1.9098 -0.3516
F 3.7882 0.6891 0.2825
F 3.8025 -0.7778 -1.2110
F 4.5928 -1.2796 0.6818
H 3.3308 -2.3622 3.7446
H 2.0941 0.3971 -3.8593
H -1.6639 -0.2097 -1.5992
H -2.6522 -0.7164 -0.3728
H -1.4606 -1.8708 -1.1306
H -1.0763 1.6704 0.9842
H 0.5270 1.4346 0.6252
H -0.6325 1.6967 -0.6805
H -0.4278 -0.7682 1.1459


ΔE to the lowest compared entry with this formula, charge and spin for every record listed, in sequence, given in kcal/mol: 4.7, 0.0, 84.0, 82.1, 1.5, 69.0.